Entry 1:
72
Properties=species:S:1:pos:R:3 method="wB97M-V/def2-TZVPD" lumo_energy_ha=-0.007 homo_energy_ev=-9.015 energy_ha=-3351.8957
C -0.51528 -0.49981 7.17424
C -0.35460 -0.23318 5.67660
C 0.35022 -1.38519 4.95105
C 0.99563 -0.96132 3.62273
N 0.09044 -1.22589 2.50977
C 0.62386 -1.19117 1.19938
O 1.17265 -2.56165 0.96804
N 2.58654 -2.66831 0.89552
O 2.93717 -3.70237 1.30433
O 1.72347 -0.33442 1.16993
S 1.39529 1.27244 1.02532
O 2.54918 1.88468 1.62626
O 1.64391 1.47251 -0.55471
C 0.48941 1.13866 -1.39860
C -0.58079 2.18325 -1.03301
C -0.04717 3.58563 -0.69248
C -1.19579 4.59012 -0.64818
N -2.45019 4.12980 -0.18565
O -1.03012 5.74977 -1.03236
C 0.99206 1.45237 -2.86609
Cl 2.43349 2.51628 -2.90786
C -0.00929 1.92843 -3.92552
C -1.31219 1.14235 -4.05580
Cl -0.35619 3.68701 -3.95457
C 0.06852 -0.34403 -1.26679
C 1.08056 -1.38169 -1.91524
C 0.65734 -1.81070 -3.34181
C 2.58265 -1.06126 -1.91248
C 3.42373 -2.36341 -2.06319
C -0.44391 -0.97274 0.07469
C -1.88216 -0.71340 0.61074
I -2.28910 0.90025 1.98500
C -3.03575 -0.89374 -0.40470
C -2.83776 -2.03353 -1.39701
I -3.84732 0.85464 -1.34829
H -1.40427 -1.10514 7.34553
H 0.33337 -1.04177 7.58605
H -0.64611 0.42653 7.72777
H 0.16288 0.70726 5.49832
H -1.34894 -0.13314 5.23979
H 1.14676 -1.76256 5.58922
H -0.36558 -2.18466 4.75904
H 1.93313 -1.51382 3.51432
H 1.24851 0.09411 3.67860
H -0.48153 -2.03899 2.67124
H -1.37217 2.29128 -1.76196
H -1.07588 1.84832 -0.12188
H 0.40651 3.62396 0.29837
H 0.63443 3.99661 -1.42488
H -2.43468 3.92929 0.80651
H -3.12190 4.86069 -0.38411
H 1.39714 0.56144 -3.31936
H 0.50169 1.78576 -4.87355
H -1.62250 1.22044 -5.09678
H -1.18223 0.08560 -3.85857
H -2.11091 1.59138 -3.47710
H -0.79163 -0.40848 -1.93166
H 1.02950 -2.32176 -1.37424
H -0.41778 -1.76009 -3.48548
H 0.92331 -2.85626 -3.49167
H 1.20088 -1.26323 -4.11024
H 2.89032 -0.44713 -2.75627
H 2.93002 -0.55254 -1.02404
H 4.04973 -2.30198 -2.95311
H 2.80634 -3.24910 -2.19480
H 4.11294 -2.47690 -1.23435
H -0.58220 -2.01235 -0.22072
H -2.05426 -1.55876 1.27235
H -3.87342 -1.19300 0.21855
H -3.80381 -2.46219 -1.65153
H -2.21174 -2.83452 -1.00796
H -2.41444 -1.69465 -2.34066

Entry 2:
74
Properties=species:S:1:pos:R:3 method="wB97M-V/def2-TZVPD" lumo_energy_ha="0.065 / 0.065" homo_energy_ev="-2.267 / -4.519" energy_ha=-5490.6934 multiplicity=2 s_squared=0.7716 charge=-1
C 1.49913 -1.91419 1.21828
C 2.23805 -1.14120 2.08010
C 3.14272 -1.68594 3.12781
O 3.84472 -1.10721 3.92870
C 3.09523 -3.14854 3.17103
C 2.39318 -3.93062 2.29961
C 1.55291 -3.36668 1.15825
O 0.97062 -3.99264 0.25751
O 2.30271 -5.25865 2.51601
O 2.09572 0.18977 1.99429
H 0.92153 -1.34054 0.50857
H 3.59998 -3.67799 3.96557
H 1.78299 -5.62726 1.79794
H 2.72571 0.59312 2.59597
C -4.61669 -0.73914 -4.70056
Cl -3.66881 -2.05965 -3.93520
Cl -3.72590 0.79722 -4.42619
Cl -6.21697 -0.49401 -3.85217
H -4.82573 -0.89150 -5.75942
C -1.43053 1.00714 -1.76499
Cl 0.01390 1.97869 -1.24022
Cl -2.81259 1.84891 -1.13239
Cl -1.41143 -0.64047 -1.17168
H -1.49627 1.00348 -2.85300
C 0.66740 -1.50127 -5.45270
Cl 0.11504 -3.07836 -6.14500
Cl 1.70136 -1.81266 -3.97231
Cl -0.62502 -0.40227 -4.92219
H 1.21447 -1.07501 -6.29360
C -1.15495 -3.81529 5.27571
C -2.18823 -2.83970 4.78945
O -1.28818 -1.84213 4.28252
C -1.85288 -0.71189 3.67618
C -2.03648 -1.09101 2.20690
H -1.66032 -4.67105 5.72334
H -0.46238 -4.21940 4.53736
H -0.55736 -3.35164 6.06057
H -2.79652 -3.32259 4.02467
H -2.90104 -2.46548 5.52428
H -2.79249 -0.48115 4.17816
H -1.20683 0.16044 3.77500
H -1.07217 -1.17279 1.70538
H -2.51690 -0.20210 1.79808
H -2.66676 -1.97683 2.12835
C 5.47468 1.10182 -5.70550
C 4.19077 0.97930 -4.90887
O 3.73331 2.28368 -4.65667
C 2.68416 2.30296 -3.70936
C 1.44211 2.43525 -4.55037
H 6.07977 1.94454 -5.37116
H 6.11210 0.22189 -5.61876
H 5.25904 1.20388 -6.76907
H 3.50053 0.36213 -5.48399
H 4.31572 0.45956 -3.95895
H 2.56247 1.43644 -3.05941
H 2.80110 3.13857 -3.01929
H 1.49648 3.27401 -5.24437
H 0.43038 2.31389 -4.16335
H 1.37210 1.55396 -5.18798
C -4.08358 3.14556 3.73782
C -3.31371 3.31148 2.41027
O -1.94465 3.36651 2.84292
C -1.01251 3.22120 1.77606
C 0.44221 3.28508 2.32976
H -3.68835 2.20568 4.12320
H -3.81051 3.90876 4.46655
H -5.16769 3.22876 3.66113
H -3.34293 2.36670 1.86746
H -3.53720 4.18412 1.79655
H -1.09828 2.29620 1.20586
H -1.14930 4.06026 1.09389
H 0.58955 4.22999 2.85277
H 1.16220 3.17358 1.51904
H 0.60599 2.47423 3.03955

Entry 3:
66
Properties=species:S:1:pos:R:3 method="wB97M-V/def2-TZVPD" relative_energy_kcal_mol=0.0 lumo_energy_ha="-0.133 / -0.165" homo_energy_ev="-10.979 / -10.972" energy_ha=-2974.1334 multiplicity=4 s_squared=3.7943 charge=+1
Tc -0.60977 0.79948 -0.26403
S -2.46355 0.21509 -1.82175
C -1.17568 -0.81197 -2.38114
C -1.17164 -1.65350 -3.49030
C -0.00896 -2.32976 -3.79599
C 1.13477 -2.16251 -3.01117
C 1.06859 -1.32357 -1.92616
N -0.06729 -0.68320 -1.61116
H -2.06564 -1.74889 -4.08889
H 0.02004 -2.98658 -4.65522
H 2.05669 -2.67525 -3.24109
H 1.90326 -1.14026 -1.27245
C 2.15833 1.95302 -3.26935
Si 1.61909 2.91859 -1.74890
C 2.71334 4.43658 -1.54769
C -0.17111 3.48729 -2.02304
Si 1.68804 1.58208 0.23698
Si 3.75581 0.37172 0.45115
C 5.16515 1.62197 0.48326
C 4.26698 -0.86412 -0.88842
C 3.66165 -0.56020 2.08581
Si 1.61960 3.09784 2.10227
C 1.34254 2.12255 3.69806
C 3.25090 4.04035 2.26710
C 0.33188 4.45686 1.87893
H 2.10362 2.58634 -4.15686
H 1.52567 1.08225 -3.45114
H 3.18848 1.60492 -3.17355
H 2.58328 5.08714 -2.41616
H 3.76884 4.16757 -1.48851
H 2.46087 5.01613 -0.65882
H -0.20893 4.17650 -2.87020
H -0.57873 4.01117 -1.15612
H -0.84839 2.66162 -2.28359
H 5.15647 2.27996 -0.38747
H 6.10199 1.05934 0.45505
H 5.18083 2.23966 1.37407
H 4.09402 -0.52580 -1.91077
H 3.82508 -1.85363 -0.76265
H 5.34632 -0.98646 -0.76907
H 3.63444 0.11990 2.93818
H 4.53632 -1.20485 2.20124
H 2.77708 -1.19800 2.13808
H 2.28973 2.01159 4.22826
H 0.93739 1.12232 3.53793
H 0.65568 2.65405 4.35921
H 3.99031 3.49308 2.84938
H 3.01342 4.95202 2.82404
H 3.70201 4.34290 1.32336
H -0.59759 4.15942 1.39550
H 0.76674 5.26140 1.28295
H 0.08384 4.87576 2.85602
Cl -2.05736 2.46938 0.83308
C -2.04787 1.77167 2.46669
C -2.59666 2.52569 3.48530
C -2.58925 1.98307 4.76010
C -2.04258 0.72530 4.97450
C -1.49974 0.00486 3.92414
C -1.48869 0.51597 2.62490
C -0.91178 -0.27499 1.48580
H -3.01205 3.50417 3.29021
H -3.00790 2.54499 5.58286
H -2.03833 0.30360 5.97014
H -1.07002 -0.97276 4.10208
H -1.63381 -1.01965 1.12171
H -0.00326 -0.79246 1.79755